Record 1
16
Properties=species:S:1:pos:R:3:lowdin_charge:R:1 method="wB97M-V/def2-TZVPD" orbital_gap_ev=8.91 charge=0 smiles="C=C(C=O)/C(C)=N/N" e_homo_ev=-8.39 mol_weight_g_mol=112.1 total_energy_ev=-10339.5175 spin_multiplicity=1
C 1.4350 0.4681 0.9408 -0.027
C 0.1394 0.0843 0.2854 -0.337
C 0.0857 -0.6918 -0.9387 -0.202
N -1.2710 0.9267 1.9092 0.042
C -1.4296 -1.1315 -1.1166 -0.218
C 0.9137 -0.5526 -1.9788 0.066
N -1.0466 0.3251 0.7285 -0.019
O -2.0958 -1.8063 -0.3771 0.050
H -2.2504 1.1318 2.0543 0.092
H -0.6348 1.6635 2.2023 0.086
H -1.6528 -1.1338 -2.2051 0.114
H 2.2884 0.1832 0.3305 0.067
H 1.5329 -0.0580 1.8912 0.087
H 1.4972 1.5400 1.1349 0.077
H 0.6729 -0.9878 -2.9369 0.061
H 1.8158 0.0390 -1.9240 0.062

***

Record 2
2
Properties=species:S:1:pos:R:3:lowdin_charge:R:1 method="wB97M-V/def2-TZVPD" orbital_gap_ev=6.08 charge=0 e_homo_ev=-8.34 mol_weight_g_mol=24.0 total_energy_ev=-2058.2707 spin_multiplicity=1
C 0.0000 0.0000 1.2335 0.000
C 0.0000 0.0000 -1.2335 0.000

***

Record 3
37
Properties=species:S:1:pos:R:3:lowdin_charge:R:1 method="wB97M-V/def2-TZVPD" orbital_gap_ev=3.21 charge=-1 e_homo_ev=-3.29 mol_weight_g_mol=429.4 total_energy_ev=-59675.0606 spin_multiplicity=1
C -1.7556 -3.0489 -0.4431 -0.015
O -1.1021 -1.6893 -0.3270 -0.206
C 0.0893 -1.5533 0.2031 -0.563
S 1.5583 -1.2623 -0.7994 0.687
O 2.2739 -2.5142 -0.9400 -0.358
O 1.2336 -0.4387 -1.9534 -0.341
C 2.4088 -0.2525 0.4277 -0.251
C 1.8201 -0.1622 1.6803 -0.253
C 2.3657 0.6593 2.6674 -0.054
C 3.5378 1.3640 2.3880 -0.088
C 4.1327 1.2738 1.1228 -0.088
C 3.5606 0.4772 0.1294 -0.054
S 0.2788 -1.0620 1.9213 0.687
O -0.7669 -0.1277 2.2975 -0.338
O 0.5569 -2.2459 2.7164 -0.358
H -2.7194 -2.8267 -0.8958 0.087
H -1.1248 -3.6350 -1.1146 0.066
H -1.8642 -3.4717 0.5593 0.069
H 1.8617 0.7360 3.6289 0.117
H 3.9856 1.9788 3.1688 0.097
H 5.0509 1.8187 0.9036 0.097
H 3.9835 0.4130 -0.8713 0.117
O -2.4931 -5.4156 1.9714 0.073
N -1.6650 -6.3163 2.2438 -0.303
C -0.5748 -6.6206 1.3497 -0.083
C -0.3743 -5.9939 0.1097 0.153
C 0.4686 -6.6813 -0.7469 -0.071
N 0.7109 -6.5537 -2.1112 -0.147
O 0.3283 -5.7618 -2.9520 0.103
O 1.5598 -7.6356 -2.4936 0.030
N 1.7956 -8.4771 -1.4011 0.134
C 1.0990 -7.9180 -0.3665 -0.302
N 0.8638 -8.5211 0.7949 0.137
C 0.0821 -7.8653 1.6420 -0.021
O -1.7558 -7.0107 3.2915 0.035
H -0.8758 -5.0976 -0.2021 0.079
H -0.1518 -8.3775 2.5816 0.126

***

Record 4
20
Properties=species:S:1:pos:R:3:lowdin_charge:R:1 method="wB97M-V/def2-TZVPD" orbital_gap_ev=8.71 charge=0 smiles="C/C(=N/CN)N(C)N" e_homo_ev=-7.84 mol_weight_g_mol=116.2 total_energy_ev=-10300.8879 spin_multiplicity=1
C 1.5892 -0.8654 0.9242 -0.300
C -0.7703 1.5139 1.1017 -0.071
C -1.8148 -1.2757 -0.7363 -0.034
N -0.5762 0.7531 -0.1288 -0.255
C -0.5855 -0.6562 -0.0953 -0.424
N 0.2145 1.3560 -1.1521 0.049
N 2.4901 -0.5220 -0.1338 0.006
N 0.3149 -1.4493 0.3469 0.114
H -0.2160 2.2423 -1.4295 0.085
H 0.1875 0.7797 -1.9977 0.091
H 2.5043 -1.3109 -0.7755 0.067
H 2.0477 0.2398 -0.6536 0.031
H 2.0168 -1.6671 1.5313 0.096
H 1.4394 -0.0313 1.6114 0.091
H -1.3127 0.9237 1.8466 0.095
H 0.1879 1.8217 1.5307 0.068
H -1.3551 2.4165 0.8917 0.076
H -2.7143 -0.9129 -0.2297 0.075
H -1.8679 -0.9903 -1.7910 0.071
H -1.7796 -2.3656 -0.6611 0.072

***

Record 5
56
Properties=species:S:1:pos:R:3:mulliken_spin:R:1 method="wB97M-V/def2-TZVPD" orbital_gap_ev="6.63 / 6.65" charge=+2 e_homo_ev="-14.40 / -14.39" mol_weight_g_mol=500.8 total_energy_ev=-78756.6612 spin_multiplicity=2
Ti -0.2497 -0.4272 1.4488 0.948
Cl 1.8308 0.4663 1.7751 0.003
C -1.8813 0.2840 0.5775 0.009
O -2.9500 0.5969 0.1962 0.089
P 0.1301 -0.1401 -1.0353 -0.018
C 0.9126 -1.6768 -1.6048 -0.007
C -1.0929 0.1405 -2.3540 -0.018
C 1.3513 1.1588 -1.3874 -0.039
C -1.0717 1.2885 -3.1571 -0.005
C -2.0627 1.4740 -4.1243 0.000
C -3.0875 0.5369 -4.2731 -0.002
C -3.1132 -0.6013 -3.4571 0.002
C -2.1154 -0.8073 -2.5058 0.006
H -0.2911 2.0393 -3.0273 0.000
H -2.0243 2.3605 -4.7568 0.000
H -3.8732 0.6954 -5.0134 0.000
H -3.9127 -1.3349 -3.5592 0.000
H -2.1331 -1.6969 -1.8730 0.004
C 1.5996 -2.4899 -0.6936 0.024
C 2.1800 -3.6815 -1.1378 0.001
C 2.1173 -4.0376 -2.4889 -0.001
C 1.4758 -3.1991 -3.4081 0.000
C 0.8704 -2.0238 -2.9657 -0.004
H 1.6875 -2.1896 0.3565 -0.023
H 2.6897 -4.3315 -0.4225 0.000
H 2.5725 -4.9695 -2.8268 0.000
H 1.4411 -3.4580 -4.4680 0.000
H 0.3641 -1.3796 -3.6845 0.000
C 2.4381 0.8845 -2.2204 0.001
C 3.3363 1.8966 -2.5501 0.000
C 3.1891 3.1696 -1.9916 0.000
C 2.1224 3.4337 -1.1234 0.009
C 1.1900 2.4402 -0.8341 0.012
H 2.5814 -0.1157 -2.6252 0.000
H 4.1498 1.6863 -3.2446 0.000
H 3.9042 3.9575 -2.2283 0.000
H 2.0065 4.4243 -0.6779 0.000
H 0.3381 2.6512 -0.1839 0.015
H 3.1277 -2.5141 2.5109 0.000
H 3.2187 -1.7857 2.3207 0.000
C -2.6031 -1.6771 5.3333 0.000
N -1.9073 -0.4686 4.8732 0.002
C -1.8496 0.6808 5.6356 0.002
C -1.2538 1.8099 5.1486 0.002
C -0.7430 1.8111 3.8426 -0.011
N -0.8915 0.6839 3.1126 -0.039
C -1.3549 -0.4528 3.6634 0.017
O -1.2045 -1.5084 2.9106 0.017
N -0.1042 2.8198 3.2095 0.005
H -1.9454 -2.5518 5.2726 0.000
H -3.4902 -1.8602 4.7126 0.000
H -2.9027 -1.4893 6.3640 0.000
H -2.2877 0.5739 6.6231 0.000
H -1.1565 2.7032 5.7526 0.000
H 0.1240 3.6459 3.7495 -0.001
H 0.6039 2.5547 2.5146 0.001

***

Record 6
11
Properties=species:S:1:pos:R:3:lowdin_charge:R:1 method="wB97M-V/def2-TZVPD" orbital_gap_ev=7.35 charge=0 e_homo_ev=-8.88 mol_weight_g_mol=132.2 total_energy_ev=-27924.1316 spin_multiplicity=1
C -0.7259 -0.3103 0.5417 -0.660
C -1.8317 0.3691 -0.1589 -0.095
C -3.1081 0.3614 -0.5469 0.092
C 0.7323 0.1463 0.1973 -1.110
H 0.5813 -1.9420 0.2232 -0.038
H -0.8049 0.1448 1.5962 0.147
H -3.8482 0.1623 -1.4999 0.095
H 0.1831 2.1506 1.1531 0.002
O -0.8292 -1.6856 0.6564 -0.258
S 0.9702 1.7205 0.0312 0.897
S 1.5375 -1.1224 -0.4639 0.928

***

Record 7
16
Properties=species:S:1:pos:R:3:lowdin_charge:R:1 method="wB97M-V/def2-TZVPD" orbital_gap_ev=10.27 charge=0 smiles="CN(C=O)CC(N)=O" e_homo_ev=-9.42 mol_weight_g_mol=116.1 total_energy_ev=-11353.3074 spin_multiplicity=1
C -1.6660 -0.3418 0.3305 -0.324
N -0.4664 -0.4246 1.0050 -0.130
C 0.0220 -1.5362 1.7916 -0.059
C 0.5172 0.6121 0.6387 -0.087
C 1.0023 0.4051 -0.7701 -0.531
N 0.9358 1.3899 -1.6999 0.174
O 1.5400 -0.6472 -1.0919 0.038
O -1.9880 0.5808 -0.3687 0.045
H -2.2638 -1.2176 0.6355 0.136
H 0.8795 -2.0065 1.3165 0.089
H -0.6817 -2.3644 1.8697 0.085
H 0.2345 -1.2444 2.8234 0.090
H 0.1560 1.6395 0.8284 0.129
H 1.4048 0.5371 1.2734 0.133
H 0.5402 2.2919 -1.5009 0.103
H 1.2910 1.2153 -2.6209 0.110